Record 1
{"formula": "C2H4N2OS2", "method": "ωB97M-V/def2-TZVPD", "smiles": "O/N=C\\S/C=N\\S", "total_energy_ev": -28834.219, "homo_energy_ev": -8.78, "e_above_lowest_ev": 2.865, "symbols": ["O", "N", "C", "S", "C", "N", "S", "H", "H", "H", "H"], "xyz": [[-0.3719, -2.3404, 0.8444], [-1.6406, -2.2358, 0.3331], [-1.7967, -1.2236, -0.4051], [-0.6071, 0.0153, -0.8607], [0.0204, 0.4697, 0.7254], [0.9912, 1.2702, 0.9456], [1.8061, 1.9622, -0.3942], [-0.4164, -3.2033, 1.3540], [-2.7748, -1.1241, -0.8570], [-0.4719, 0.0533, 1.5865], [2.6583, 2.6398, 0.3662]], "forces_ev_per_a": [[0.1754, -1.7240, 1.1102], [-0.1264, -0.0632, -0.0202], [-0.1164, 0.3826, -0.2945], [-0.0628, -0.1052, 0.0618], [0.8986, 0.7019, 0.1111], [-0.5403, -0.3801, -0.5091], [-0.3593, -0.3364, 0.1468], [0.1730, 1.5324, -0.8656], [-0.0049, 0.0188, 0.0019], [-0.2088, -0.1750, 0.1452], [0.1718, 0.1483, 0.1124]]}

Record 2
{"formula": "C2H4N2OS2", "method": "ωB97M-V/def2-TZVPD", "smiles": "N/C(=N\\S)C(=O)S", "total_energy_ev": -28836.695, "homo_energy_ev": -8.88, "e_above_lowest_ev": 0.389, "symbols": ["N", "C", "N", "S", "C", "O", "S", "H", "H", "H", "H"], "xyz": [[0.3505, 1.5715, -0.0448], [0.0089, 0.2478, -0.0122], [0.7436, -0.8022, -0.0205], [2.4658, -0.6900, -0.0493], [-1.5037, 0.1124, -0.0539], [-2.1790, 1.1168, -0.0871], [-2.2381, -1.4824, -0.0162], [1.2352, 1.8401, 0.3659], [-0.4521, 2.2044, 0.0139], [2.6382, -1.9987, -0.1478], [-1.0692, -2.1196, 0.0520]], "forces_ev_per_a": [[0.1828, -0.1579, 0.1956], [0.5185, 0.1416, -0.2159], [0.1015, 0.1663, 0.0558], [-0.9858, 0.6689, 0.0295], [-0.4480, 0.0165, 0.1033], [0.0650, -0.3548, -0.0366], [-0.0938, 0.1937, -0.0402], [-0.2400, 0.0996, -0.1921], [0.6141, -0.2815, 0.0969], [0.0413, -0.3570, 0.0186], [0.2444, -0.1355, -0.0149]]}

Record 3
{"formula": "C2H4N2OS3", "method": "ωB97M-V/def2-TZVPD", "smiles": "S=CNOC(=S)NS", "total_energy_ev": -39667.359, "homo_energy_ev": -8.54, "e_above_lowest_ev": 4.212, "symbols": ["S", "C", "N", "O", "C", "S", "N", "S", "H", "H", "H", "H"], "xyz": [[-0.7845, -0.8984, -2.3034], [-0.3620, 0.5751, -1.6785], [-0.4120, 0.9622, -0.3949], [-1.3447, 0.4017, 0.3772], [-0.4950, -0.0337, 1.4401], [-1.0621, -0.4989, 2.8863], [0.8786, -0.1071, 1.0964], [1.5318, -1.0164, -0.3020], [0.2755, 1.2087, -2.5482], [-0.2397, 1.9836, -0.3878], [1.3600, -0.4542, 2.0312], [0.6542, -2.1227, -0.2164]], "forces_ev_per_a": [[-0.8868, 0.9431, 0.1218], [1.3462, -0.9467, -4.0922], [0.2828, 3.8135, -5.5091], [1.7318, -0.7138, 3.1164], [-0.0808, -1.4322, -0.1996], [-0.1836, 0.4597, -0.3823], [1.0504, -1.8549, 3.0494], [-0.6170, -0.7902, 2.1257], [-1.7141, -0.8720, 3.2709], [-0.6579, -0.6528, 1.2485], [-1.2573, 0.8808, -2.6029], [0.9862, 1.1654, -0.1466]]}

Record 4
{"formula": "C2H4N2S", "method": "ωB97M-V/def2-TZVPD", "total_energy_ev": -15952.429, "homo_energy_ev": -8.14, "e_above_lowest_ev": 1.454, "symbols": ["C", "C", "N", "N", "S", "H", "H", "H", "H"], "xyz": [[-0.2117, -0.1872, -0.9303], [0.1127, -0.8590, 2.0528], [0.1389, 1.0688, -1.1533], [0.0585, -0.6268, 0.8986], [0.0277, -1.0887, 3.6219], [0.3871, -0.7675, -1.5958], [1.0770, 1.1802, -1.5402], [-0.2381, 1.6984, -0.5272], [-1.3521, -0.4182, -0.8266]], "forces_ev_per_a": [[-2.8421, -0.8986, 1.5538], [-0.5752, 0.4125, -1.1064], [1.2213, -0.7494, -1.2693], [0.5217, 0.0291, -1.8232], [0.2115, -0.2255, 0.7819], [0.0580, -1.5356, 0.4086], [-0.5822, 0.5235, 0.6712], [-0.5163, 2.0880, 1.0679], [2.5033, 0.3559, -0.2845]]}

Record 5
{"formula": "C2H4N2S", "method": "ωB97M-V/def2-TZVPD", "smiles": "C=NNC=S", "total_energy_ev": -15951.623, "homo_energy_ev": -8.64, "e_above_lowest_ev": 2.260, "symbols": ["C", "N", "N", "C", "S", "H", "H", "H", "H"], "xyz": [[1.4710, -1.1607, -0.0282], [1.7579, 0.0709, 0.1019], [0.7849, 1.0745, -0.1818], [-0.6181, 0.9528, 0.1572], [-1.6036, -0.4540, -0.0251], [0.3663, -1.4843, -0.1942], [2.3327, -1.8323, 0.2548], [1.1429, 1.9456, -0.2018], [-1.1015, 1.8648, 0.3274]], "forces_ev_per_a": [[-1.1956, -0.5003, 0.7517], [-0.0330, 1.1724, -0.9652], [-4.6214, -5.1805, 1.7129], [2.1121, -3.3877, -2.4086], [1.4839, 2.5222, 0.7331], [2.3182, 0.1014, -0.0285], [-1.2155, 0.5736, -0.4596], [1.5713, 3.2575, 0.3109], [-0.4200, 1.4415, 0.3533]]}

Record 6
{"formula": "C2H4N2S", "method": "ωB97M-V/def2-TZVPD", "total_energy_ev": -15950.075, "homo_energy_ev": [-8.10, -8.10], "e_above_lowest_ev": 3.808, "symbols": ["C", "C", "N", "N", "S", "H", "H", "H", "H"], "xyz": [[-0.2056, 0.2555, 0.0933], [0.1466, -1.1323, 0.6251], [0.8648, 0.0110, -0.8468], [1.0363, -1.2685, -0.5029], [1.6795, -1.1733, 1.6382], [-1.2188, 0.2988, -0.3983], [0.0617, 1.2691, 0.4899], [-0.4969, -2.0611, 0.8686], [1.1611, 0.4938, -1.6859]], "forces_ev_per_a": [[-1.1470, 2.3700, -1.1186], [0.4846, -1.5434, 1.1368], [-0.6867, -1.2800, -0.3916], [0.9049, 0.1969, 0.0738], [-0.4102, -0.0692, -0.8456], [0.8585, -0.0303, 0.4217], [-0.9010, -1.2241, 1.1286], [0.5752, 2.1068, -0.6179], [0.3217, -0.5267, 0.2127]]}

Record 7
{"formula": "C2H4N2S2", "method": "ωB97M-V/def2-TZVPD", "smiles": "[H]/N=C(\\N)SC=S", "total_energy_ev": -26786.896, "homo_energy_ev": -8.08, "e_above_lowest_ev": 3.119, "symbols": ["H", "N", "C", "N", "S", "C", "S", "H", "H", "H"], "xyz": [[-1.0724, -0.5478, -1.9528], [-0.2532, -0.4873, -1.1717], [-0.3523, 0.4333, -0.2588], [-0.9203, 1.5366, 0.0371], [0.6826, 0.0700, 1.1799], [1.2976, -1.3971, 0.6593], [2.1943, -2.3921, 1.4760], [-0.7134, 2.0342, 0.8625], [-1.8959, 2.1138, -0.4154], [1.0330, -1.3636, -0.4162]], "forces_ev_per_a": [[2.5695, 0.8230, 2.3357], [-4.1588, 1.6290, -1.9636], [2.4189, -4.7963, -1.3941], [-6.9738, 6.1482, -2.2465], [0.0224, 1.0206, 1.3116], [0.1671, 0.7247, -1.5307], [1.0329, -1.4614, 1.0394], [0.5764, 0.0735, 1.0356], [4.0437, -2.9844, 1.0715], [0.3017, -1.1770, 0.3411]]}

Record 8
{"formula": "C2H4N2S2", "method": "ωB97M-V/def2-TZVPD", "total_energy_ev": -26786.965, "homo_energy_ev": -8.89, "e_above_lowest_ev": 3.049, "symbols": ["C", "C", "H", "H", "H", "H", "N", "N", "S", "S"], "xyz": [[-0.2170, -0.5597, -0.2536], [0.4373, 0.6040, 0.2350], [-1.8910, -1.7650, -0.0243], [-2.2162, 0.0957, 0.3620], [1.6836, -1.2625, -0.2374], [1.6631, 2.1972, -0.0018], [-1.6008, -0.6959, -0.0728], [0.5871, -1.5877, -0.6076], [1.4631, 1.2679, -0.9081], [0.0909, 1.7061, 1.5087]], "forces_ev_per_a": [[-0.2312, -4.5283, 1.0942], [-1.1719, 4.2217, 1.7993], [0.4952, 3.4762, -0.1182], [1.9879, -2.3149, -1.1352], [-3.9663, -1.1343, -1.8661], [0.7863, 1.1783, -0.0406], [-0.2096, -1.3704, 0.1778], [1.2598, 3.2166, 2.1829], [1.4530, -0.3603, -1.5547], [-0.4032, -2.3845, -0.5393]]}

Record 9
{"formula": "C2H4N2S2", "method": "ωB97M-V/def2-TZVPD", "spin_multiplicity": 3, "s2": 2.007, "total_energy_ev": -26784.288, "homo_energy_ev": [-7.18, -9.03], "e_above_lowest_ev": 2.476, "symbols": ["C", "C", "N", "N", "S", "S", "H", "H", "H", "H"], "xyz": [[0.8643, -1.1975, -0.1419], [-0.0933, 1.1829, 0.2363], [-0.5606, -1.1149, -0.0856], [-1.0376, 0.0473, 0.0106], [-2.6224, 0.2727, 0.0487], [1.5565, 0.5334, 0.0313], [1.5630, -1.9295, 0.4882], [1.1586, -1.4972, -1.1529], [-0.5725, 2.0841, -0.6592], [-0.2560, 1.6188, 1.2245]], "forces_ev_per_a": [[1.9215, -0.0187, -0.1967], [-2.4141, 2.4869, -2.6639], [2.3132, -6.5252, 0.1132], [1.2937, 5.0539, 0.7039], [-2.2384, 0.2412, 0.0798], [-0.2636, -0.0467, 0.0584], [-2.3762, 1.3377, -0.4789], [-0.3000, -0.0597, -0.1557], [2.0379, -2.4750, 2.7092], [0.0260, 0.0057, -0.1693]]}

Record 10
{"formula": "C2H4N2S3", "method": "ωB97M-V/def2-TZVPD", "total_energy_ev": -37621.139, "homo_energy_ev": -8.54, "e_above_lowest_ev": 3.285, "symbols": ["C", "C", "N", "N", "S", "S", "S", "H", "H", "H", "H"], "xyz": [[-0.1863, -1.9424, -0.1302], [-0.0982, 0.1332, -0.4720], [0.6617, -2.3033, 0.7287], [-1.1421, 0.7452, -0.7682], [-1.7891, 2.2868, -0.9763], [1.4419, 0.4845, 0.2046], [-0.2374, 3.7311, -0.4883], [-0.9065, -2.5064, -0.6329], [0.8072, -3.3269, 1.0084], [1.5934, -0.8653, 0.5842], [-0.1446, 3.5635, 0.9420]], "forces_ev_per_a": [[2.0104, 2.8243, 1.4795], [-0.8556, -2.2489, 1.2773], [-0.4712, -0.9361, -0.9771], [-0.0937, -0.3725, -0.5745], [2.1053, -0.1914, 0.9385], [0.2965, 0.1162, -0.1390], [-0.6616, -1.0609, 1.4632], [-1.2905, -0.8107, -0.8360], [-0.6874, 1.7927, -0.7090], [0.0399, 0.7244, 0.0755], [-0.3920, 0.1628, -1.9985]]}